[1]
56
Properties=species:S:1:pos:R:3:nbo_charge:R:1 method="wB97M-V/def2-TZVPD" orbital_gap_ev="7.38 / 5.87" multiplicity=5 energy_ev=-74989.82134 total_charge=+2 lumo_ev="-5.925 / -7.981"
Pt 0.264 0.091 -0.521 1.222
I -2.617 -4.614 -0.178 0.303
C -1.910 -3.314 1.309 -0.152
C -2.385 -3.389 2.640 -0.276
C -2.060 -2.456 3.605 -0.082
I -2.816 -2.686 5.494 0.351
C -1.345 -1.238 3.294 -0.153
C -1.065 -0.153 4.145 -0.088
C -0.408 0.954 3.703 -0.226
C 0.040 0.911 2.386 0.088
N -0.129 -0.134 1.592 -0.472
C -0.773 -1.211 2.029 0.197
C -1.081 -2.217 0.968 0.364
O -0.540 -2.097 -0.142 -0.577
H -3.003 -4.250 2.880 0.263
H -1.450 -0.210 5.179 0.255
H -0.180 1.776 4.365 0.263
H 0.574 1.759 1.925 0.227
I 2.402 4.992 -1.031 0.348
C 3.364 3.234 -0.630 -0.214
C 4.742 3.099 -0.514 -0.291
C 5.374 1.887 -0.586 -0.086
I 7.405 1.649 -0.741 0.354
C 4.544 0.667 -0.676 -0.112
C 5.128 -0.622 -0.753 -0.089
C 4.320 -1.669 -0.986 -0.226
C 2.922 -1.491 -1.052 0.110
N 2.361 -0.283 -0.820 -0.494
C 3.206 0.770 -0.680 0.071
C 2.520 2.055 -0.583 0.499
O 1.303 2.096 -0.535 -0.609
H 5.410 3.959 -0.454 0.263
H 6.179 -0.724 -0.697 0.249
H 4.619 -2.697 -1.156 0.260
H 2.241 -2.251 -1.333 0.250
N -3.921 0.125 -1.277 -0.496
C -2.712 -0.428 -1.019 0.228
N -1.846 0.493 -0.689 -0.579
C -2.531 1.723 -0.721 0.148
C -2.071 3.019 -0.442 -0.233
C -2.958 4.014 -0.648 -0.207
C -4.287 3.747 -1.022 -0.170
C -4.772 2.498 -1.258 -0.229
C -3.881 1.457 -1.051 0.095
H -4.702 -0.312 -1.744 0.443
H -2.466 -1.497 -1.177 0.245
H -0.999 3.229 -0.114 0.238
H -2.791 5.124 -0.574 0.241
H -4.910 4.588 -1.171 0.229
H -5.815 2.458 -1.566 0.248
C 0.443 -3.457 -2.996 -0.244
O 1.161 -4.180 -2.011 -0.739
H -0.610 -3.610 -2.917 0.171
H 0.827 -3.649 -4.021 0.185
H 0.660 -2.404 -2.793 0.154
H 1.025 -5.128 -2.234 0.483

=====

[2]
55
Properties=species:S:1:pos:R:3:nbo_charge:R:1 method="wB97M-V/def2-TZVPD" orbital_gap_ev="4.92 / 6.39" multiplicity=5 energy_ev=-67338.63913 lumo_ev="-0.494 / -2.290"
Pd 0.078 0.010 -0.158 0.903
Cl -3.442 5.707 0.869 0.056
C -2.318 4.415 1.022 -0.028
C -2.283 3.453 0.033 -0.279
C -1.382 2.396 0.141 0.182
N -1.231 1.362 -0.750 -0.593
C -1.947 1.144 -1.877 0.634
O -2.847 1.819 -2.344 -0.599
C -1.504 -0.136 -2.566 0.130
C -2.112 -0.516 -3.746 -0.204
C -1.698 -1.685 -4.365 -0.146
C -0.691 -2.432 -3.779 -0.239
C -0.133 -1.988 -2.593 0.068
N -0.525 -0.865 -1.997 -0.443
C -0.494 2.314 1.286 0.253
C -0.560 3.328 2.283 -0.256
C -1.453 4.347 2.145 -0.055
Cl -1.528 5.566 3.365 0.040
N 0.313 1.257 1.302 -0.456
C 1.279 0.870 2.319 0.525
O 1.496 1.580 3.302 -0.607
C 1.857 -0.393 2.014 -0.023
C 2.781 -1.005 2.900 -0.193
C 3.302 -2.227 2.610 -0.210
C 2.911 -2.883 1.409 -0.328
C 2.023 -2.247 0.583 0.064
N 1.500 -1.040 0.835 -0.519
H -2.945 3.515 -0.815 0.273
H -2.892 0.117 -4.145 0.256
H -2.156 -2.006 -5.291 0.228
H -0.335 -3.350 -4.224 0.232
H 0.650 -2.545 -2.101 0.207
H 0.100 3.266 3.133 0.284
H 3.037 -0.465 3.802 0.238
H 4.003 -2.698 3.286 0.214
H 3.299 -3.853 1.138 0.217
H 1.701 -2.719 -0.336 0.178
C -0.643 -3.197 3.138 -0.645
C -2.019 -2.608 3.174 0.014
C -2.868 -2.755 4.249 -0.225
C -4.129 -2.160 4.256 -0.161
C -4.565 -1.390 3.178 -0.227
C -3.767 -1.203 2.072 0.016
C -4.183 -0.361 0.905 -0.644
C -2.477 -1.834 2.055 0.056
N -1.693 -1.676 1.016 -0.197
H -0.444 -3.767 4.044 0.218
H 0.114 -2.413 3.047 0.241
H -0.516 -3.855 2.276 0.228
H -2.543 -3.336 5.103 0.215
H -4.775 -2.290 5.115 0.214
H -5.543 -0.925 3.211 0.215
H -5.191 0.028 1.044 0.221
H -4.157 -0.934 -0.025 0.227
H -3.504 0.485 0.774 0.228

=====

[3]
55
Properties=species:S:1:pos:R:3:nbo_charge:R:1 method="wB97M-V/def2-TZVPD" orbital_gap_ev=4.68 multiplicity=1 energy_ev=-49861.65693 lumo_ev=-3.310
F -5.115 4.679 -1.515 -0.320
C -5.051 3.303 -1.526 0.419
C -6.252 2.590 -1.509 -0.305
C -6.145 1.194 -1.532 0.409
F -7.308 0.455 -1.515 -0.318
C -4.934 0.529 -1.577 -0.236
C -3.722 1.273 -1.602 -0.075
C -2.469 0.593 -1.651 -0.019
C -1.234 1.218 -1.543 -0.278
C -0.036 0.619 -1.929 0.054
C 1.154 1.392 -2.113 -0.092
C 2.070 1.080 -3.146 -0.180
C 3.182 1.871 -3.335 0.403
F 4.060 1.560 -4.349 -0.316
C 3.479 2.970 -2.515 -0.284
C 2.557 3.264 -1.512 0.400
F 2.821 4.327 -0.677 -0.321
C 1.408 2.516 -1.289 -0.235
C -3.803 2.697 -1.568 -0.253
H -7.213 3.090 -1.471 0.261
H -4.882 -0.560 -1.611 0.242
H -2.496 -0.490 -1.789 0.226
H -1.220 2.252 -1.185 0.215
H -0.071 -0.341 -2.444 0.230
H 1.872 0.219 -3.788 0.248
H 4.365 3.573 -2.678 0.259
H 0.716 2.767 -0.486 0.237
H -2.898 3.300 -1.607 0.236
C -3.524 -2.555 1.990 -0.624
C -2.057 -2.299 2.202 -0.074
O -1.464 -1.906 0.953 -0.531
C -0.127 -1.688 1.163 0.732
C 0.571 -1.342 -0.050 -0.510
C 1.983 -1.257 -0.135 0.554
O 2.579 -1.015 -1.208 -0.647
C 2.842 -1.493 1.104 -0.082
C 2.856 -2.743 1.740 -0.179
C 3.723 -2.998 2.796 -0.162
C 4.574 -1.967 3.237 0.001
N 5.364 -2.157 4.408 0.504
O 6.073 -1.210 4.815 -0.388
O 5.313 -3.261 4.995 -0.385
C 4.600 -0.719 2.587 -0.179
C 3.753 -0.503 1.505 -0.151
O 0.317 -1.800 2.307 -0.633
H -3.969 -2.793 2.959 0.217
H -4.040 -1.676 1.587 0.202
H -3.685 -3.412 1.327 0.207
H -1.911 -1.500 2.945 0.192
H -1.565 -3.214 2.566 0.192
H -0.040 -1.433 -0.935 0.208
H 2.191 -3.537 1.398 0.225
H 3.748 -3.961 3.300 0.247
H 5.283 0.049 2.938 0.245
H 3.779 0.449 0.969 0.215

=====

[4]
57
Properties=species:S:1:pos:R:3:nbo_charge:R:1 method="wB97M-V/def2-TZVPD" orbital_gap_ev=5.86 multiplicity=1 energy_ev=-59592.27130 total_charge=+1 lumo_ev=-4.398
Pt -0.343 0.428 0.030 0.823
O 1.628 -1.251 -3.244 -0.578
C 1.375 -0.707 -2.182 0.591
N 0.399 0.129 -1.832 -0.668
C -0.555 0.547 -2.814 0.169
C -0.274 0.684 -4.167 -0.224
C -1.268 1.111 -5.035 -0.213
C -2.540 1.391 -4.561 -0.197
C -2.834 1.266 -3.212 -0.225
C -1.837 0.854 -2.335 0.081
N -1.998 0.717 -0.940 -0.553
C -3.037 1.178 -0.202 0.617
O -4.071 1.682 -0.595 -0.595
C -2.794 0.994 1.282 0.133
C -3.804 1.180 2.201 -0.197
C -3.533 0.954 3.543 -0.132
C -2.261 0.547 3.916 -0.237
C -1.291 0.394 2.941 0.057
N -1.557 0.625 1.655 -0.450
C 2.365 -1.076 -1.086 0.265
C 2.539 -2.404 -0.732 -0.202
C 3.505 -2.755 0.185 -0.073
C 4.328 -1.772 0.745 -0.230
C 4.144 -0.474 0.378 0.085
N 3.176 -0.154 -0.526 -0.379
H 0.712 0.452 -4.538 0.242
H -1.043 1.217 -6.087 0.224
H -3.314 1.714 -5.244 0.224
H -3.817 1.489 -2.830 0.254
H -4.776 1.486 1.838 0.265
H -4.306 1.083 4.288 0.240
H -2.013 0.345 4.948 0.243
H -0.282 0.088 3.179 0.223
H 1.900 -3.137 -1.205 0.271
H 3.633 -3.791 0.468 0.252
H 5.106 -2.019 1.452 0.261
H 4.735 0.347 0.757 0.252
O 3.065 1.606 -2.035 -0.413
C 3.037 1.243 -0.921 0.929
C -2.814 5.255 0.162 -0.647
C -1.526 4.547 0.460 0.072
C -0.654 4.185 -0.565 -0.203
C 0.506 3.478 -0.303 -0.178
C 0.794 3.151 1.016 -0.336
C -0.025 3.546 2.072 -0.195
C -1.180 4.243 1.780 -0.208
S 2.000 1.971 1.421 2.384
O 2.756 2.271 2.576 -0.845
O 3.035 2.090 0.152 -0.706
O 1.434 0.617 1.355 -0.953
H -3.001 5.304 -0.908 0.234
H -2.791 6.272 0.556 0.240
H -3.651 4.735 0.630 0.240
H -0.899 4.432 -1.589 0.241
H 1.147 3.174 -1.119 0.247
H 0.228 3.297 3.095 0.244
H -1.834 4.548 2.587 0.233

=====

[5]
58
Properties=species:S:1:pos:R:3:nbo_charge:R:1 method="wB97M-V/def2-TZVPD" orbital_gap_ev="4.12 / 6.62" multiplicity=2 energy_ev=-67768.93312 lumo_ev="-0.809 / -0.808"
Hg 1.288 0.400 0.334 1.409
C -0.248 1.468 4.395 -0.660
C 0.309 0.640 3.265 0.125
N 1.415 0.900 2.601 -0.441
N 2.259 1.907 2.922 -0.423
C 3.476 1.909 2.364 0.275
N 4.301 2.951 2.670 -0.807
S 3.987 0.661 1.377 -0.303
C -0.367 -0.558 2.863 0.088
C -1.634 -0.922 3.380 -0.257
C -2.206 -2.113 3.012 -0.190
C -1.500 -2.975 2.157 -0.344
C -0.285 -2.539 1.661 0.058
N 0.270 -1.368 1.957 -0.547
H 0.425 2.274 4.687 0.195
H -0.422 0.847 5.274 0.230
H -1.203 1.916 4.107 0.220
H 2.034 2.605 3.620 0.372
H 3.925 3.817 3.022 0.382
H 5.135 3.011 2.115 0.417
H -2.160 -0.256 4.051 0.208
H -3.192 -2.382 3.371 0.209
H -1.888 -3.946 1.882 0.213
H 0.277 -3.166 0.975 0.183
S -3.716 -3.927 -4.376 0.911
N -4.081 -2.750 -3.324 -0.612
C -2.950 -2.368 -2.764 0.190
C -2.803 -1.348 -1.760 -0.137
C -3.899 -0.670 -1.224 -0.124
C -3.690 0.284 -0.259 -0.241
C -2.375 0.565 0.104 0.074
N -1.333 -0.071 -0.389 -0.452
C -1.509 -1.046 -1.286 0.252
C -0.335 -1.787 -1.764 0.182
N 0.898 -1.535 -1.249 -0.476
C 1.937 -2.213 -1.702 0.077
C 1.862 -3.180 -2.698 -0.248
C 0.629 -3.467 -3.227 -0.116
C -0.491 -2.786 -2.752 -0.096
C -1.813 -3.076 -3.249 0.099
N -2.111 -3.985 -4.157 -0.593
H -4.888 -0.922 -1.584 0.235
H -4.509 0.813 0.206 0.227
H -2.154 1.339 0.832 0.204
H 2.889 -1.983 -1.235 0.212
H 2.755 -3.688 -3.032 0.232
H 0.492 -4.209 -4.002 0.239
F 1.586 5.257 -3.689 -0.335
C 1.578 4.216 -2.823 0.385
C 1.838 4.449 -1.489 -0.297
C 1.797 3.375 -0.606 -0.240
C 1.518 2.078 -1.032 -0.465
C 1.294 1.891 -2.397 -0.242
C 1.311 2.949 -3.298 -0.297
H 2.066 5.450 -1.146 0.221
H 1.993 3.575 0.442 0.197
H 1.096 0.895 -2.779 0.198
H 1.118 2.795 -4.352 0.222

=====

[6]
52
Properties=species:S:1:pos:R:3:nbo_charge:R:1 method="wB97M-V/def2-TZVPD" orbital_gap_ev="7.06 / 7.53" multiplicity=6 energy_ev=-100348.47235 total_charge=-1 lumo_ev="2.560 / 2.553"
Mn 0.264 -3.615 0.261 1.337
S 2.570 -2.771 0.483 -0.715
P 1.341 -1.160 0.797 1.397
C -0.233 -1.642 1.058 -1.678
P -1.693 -1.353 0.248 1.373
S -3.001 -2.815 0.442 -0.646
C -2.384 0.265 0.762 -0.381
C -3.522 0.289 1.560 -0.177
C -3.984 1.484 2.096 -0.221
C -3.315 2.670 1.838 -0.220
C -2.175 2.657 1.042 -0.216
C -1.713 1.462 0.516 -0.205
C -1.444 -1.153 -1.576 -0.263
C -1.938 -0.067 -2.297 -0.236
C -1.797 0.023 -3.676 -0.200
C -1.177 -0.993 -4.382 -0.224
C -0.713 -2.102 -3.688 -0.214
C -0.850 -2.174 -2.311 -0.211
C 2.013 -0.168 2.164 -0.301
C 1.118 0.368 3.081 -0.212
C 1.578 1.190 4.102 -0.219
C 2.932 1.467 4.210 -0.216
C 3.830 0.918 3.301 -0.211
C 3.371 0.103 2.281 -0.211
C 1.643 -0.017 -0.619 -0.405
C 1.495 1.360 -0.458 -0.156
C 1.609 2.220 -1.540 -0.243
C 1.872 1.714 -2.805 -0.214
C 2.037 0.347 -2.974 -0.205
C 1.935 -0.508 -1.888 -0.183
H -4.043 -0.641 1.751 0.244
H -4.871 1.485 2.717 0.205
H -3.676 3.601 2.256 0.202
H -1.641 3.576 0.834 0.203
H -0.816 1.463 -0.091 0.224
H -2.457 0.731 -1.786 0.221
H -2.186 0.891 -4.194 0.204
H -1.069 -0.933 -5.458 0.205
H -0.245 -2.924 -4.215 0.210
H -0.475 -3.104 -1.878 0.168
H 0.066 0.124 2.982 0.247
H 0.877 1.610 4.813 0.209
H 3.294 2.104 5.008 0.204
H 4.889 1.125 3.391 0.205
H 4.068 -0.331 1.572 0.227
H 1.287 1.771 0.523 0.213
H 1.491 3.287 -1.393 0.206
H 1.953 2.380 -3.655 0.205
H 2.246 -0.058 -3.956 0.208
H 2.086 -1.572 -2.018 0.232
N -0.315 -6.863 0.421 -0.490
C -0.133 -5.722 0.348 -0.278

=====

[7]
59
Properties=species:S:1:pos:R:3:nbo_charge:R:1 method="wB97M-V/def2-TZVPD" orbital_gap_ev="6.74 / 6.96" multiplicity=3 energy_ev=-71970.37868 total_charge=+1 lumo_ev="-3.664 / -3.566"
V 0.176 0.092 -0.057 1.468
O 2.080 -0.129 -3.583 -0.525
C 1.717 -0.061 -2.439 0.672
N 0.509 0.344 -1.889 -0.734
C -0.016 1.599 -2.337 0.152
C -0.375 1.856 -3.660 -0.227
C -0.726 3.159 -3.980 -0.197
C -0.712 4.150 -2.976 -0.214
C -0.412 3.867 -1.679 -0.189
C -0.069 2.552 -1.347 0.052
N 0.265 2.063 -0.025 -0.723
C 0.204 2.867 1.059 0.626
O -0.040 4.054 1.223 -0.600
C 0.437 1.990 2.283 0.143
C 0.737 2.499 3.505 -0.199
C 1.051 1.602 4.493 -0.122
C 0.973 0.237 4.231 -0.244
C 0.552 -0.237 3.044 0.045
N 0.334 0.659 2.074 -0.506
C 2.712 -0.441 -1.327 0.131
C 3.974 -0.832 -1.717 -0.196
C 4.854 -1.115 -0.729 -0.134
C 4.442 -1.051 0.596 -0.217
C 3.199 -0.605 0.915 0.020
N 2.337 -0.290 -0.080 -0.474
H -0.331 1.119 -4.453 0.241
H -1.013 3.405 -4.986 0.223
H -0.919 5.165 -3.269 0.221
H -0.446 4.612 -0.917 0.250
H 0.772 3.587 3.632 0.265
H 1.279 1.979 5.475 0.237
H 1.200 -0.419 5.036 0.232
H 0.446 -1.289 2.829 0.213
H 4.151 -0.947 -2.802 0.273
H 5.846 -1.475 -0.924 0.236
H 5.108 -1.295 1.377 0.233
H 2.898 -0.448 1.917 0.218
N -2.840 1.731 0.073 -0.723
C -3.067 0.441 0.037 0.628
N -4.329 0.047 -0.001 -0.557
C -4.530 -1.256 -0.023 0.610
N -5.782 -1.702 -0.098 -0.740
N -3.541 -2.174 -0.029 -0.543
C -2.328 -1.640 -0.011 0.458
N -1.983 -0.362 0.037 -0.628
C -1.248 -2.630 0.042 0.162
C -1.505 -3.993 -0.031 -0.182
C -0.415 -4.841 0.018 -0.127
C 0.857 -4.325 0.240 -0.224
C 0.998 -2.946 0.341 0.071
N -0.003 -2.116 0.194 -0.495
H -3.617 2.337 0.056 0.421
H -1.922 2.113 0.026 0.419
H -6.575 -1.077 -0.022 0.423
H -5.922 -2.682 -0.115 0.411
H -2.531 -4.334 -0.111 0.268
H -0.589 -5.917 -0.052 0.241
H 1.696 -4.987 0.385 0.243
H 1.982 -2.510 0.534 0.214

=====

[8]
55
Properties=species:S:1:pos:R:3:nbo_charge:R:1 method="wB97M-V/def2-TZVPD" orbital_gap_ev="6.88 / 6.90" multiplicity=4 energy_ev=-69993.87095 lumo_ev="-0.826 / -1.275"
Tc 19.793 7.520 7.706 1.222
S 25.830 4.594 6.922 -0.136
C 24.260 5.052 7.060 -0.108
S 22.919 3.924 7.359 0.397
C 21.736 5.292 6.913 -0.079
N 22.368 6.448 6.714 -0.355
N 23.738 6.290 6.876 -0.287
C 24.496 7.526 6.733 0.146
C 24.151 8.571 7.585 -0.221
C 24.812 9.784 7.489 -0.217
C 25.765 9.984 6.562 -0.198
C 26.062 8.927 5.668 -0.204
C 25.505 7.691 5.774 -0.211
S 19.990 5.313 6.650 -0.136
H 23.332 8.484 8.323 0.236
H 24.542 10.526 8.252 0.220
H 26.263 10.961 6.495 0.221
H 26.672 9.076 4.827 0.215
H 25.765 6.832 5.162 0.247
N 10.460 4.977 6.890 -0.303
C 11.469 5.398 7.191 0.274
C 12.762 6.015 7.273 -0.174
C 13.577 6.033 6.159 -0.157
C 14.764 6.747 6.176 -0.181
C 15.188 7.305 7.390 -0.114
C 14.309 7.374 8.487 -0.185
C 13.152 6.696 8.470 -0.163
C 16.562 7.722 7.502 0.029
C 17.757 7.675 7.570 -0.409
H 13.254 5.554 5.245 0.231
H 15.441 6.792 5.337 0.229
H 14.669 7.898 9.381 0.229
H 12.501 6.716 9.368 0.233
N 20.589 7.367 9.244 -0.551
C 20.982 6.276 10.042 0.093
C 22.293 6.132 10.532 -0.234
C 22.708 4.928 10.999 -0.189
C 21.714 3.943 11.195 -0.215
C 20.384 4.164 10.938 -0.211
C 19.993 5.283 10.264 -0.209
H 22.956 6.979 10.439 0.219
H 23.742 4.685 11.300 0.226
H 21.974 3.117 11.822 0.211
H 19.652 3.374 11.149 0.218
H 18.989 5.433 9.900 0.230
C 21.228 7.866 4.251 -0.731
C 20.650 9.016 5.036 0.686
C 20.939 10.351 4.428 -0.734
O 19.942 8.870 6.027 -0.614
H 22.237 7.837 4.623 0.267
H 21.278 8.209 3.192 0.233
H 20.803 6.888 4.425 0.264
H 20.732 11.173 5.088 0.243
H 20.192 10.516 3.605 0.259
H 21.957 10.511 4.116 0.248